# C5H21NO5

A cluster of 5 separate species, C5H21NO5 in total (wB97M-V/def2-TZVPD, the Open Molecules 2025 dataset).

The geometry in XYZ format:
```
32
Properties=species:S:1:pos:R:3:forces:R:3
C 1.450 0.464 -0.424 0.881 -2.029 -1.555
C 0.571 0.485 -1.686 -2.289 1.193 0.798
C 0.499 1.792 -2.459 1.059 0.813 -1.029
O -0.825 0.259 -1.253 1.621 -0.450 0.078
C 1.984 -0.977 -0.146 0.870 0.645 1.531
N 1.092 -1.540 0.958 0.485 -0.066 -0.808
C 1.859 -2.191 2.030 -0.352 -2.211 -1.274
H 0.933 0.578 0.511 -0.414 1.015 -0.136
H 2.264 1.165 -0.550 0.215 0.250 0.172
H 0.827 -0.317 -2.360 0.333 -0.391 -0.199
H 1.029 2.625 -1.953 -0.319 -0.473 -0.289
H 0.893 1.672 -3.489 0.371 0.076 0.546
H -0.509 2.136 -2.686 -0.063 -0.257 0.612
H -0.604 -0.161 -0.414 -1.308 -0.345 0.380
H 2.124 -1.660 -0.984 -0.632 0.021 -0.319
H 3.058 -0.845 0.177 -1.102 -0.342 0.429
H 0.478 -2.237 0.515 0.255 0.351 0.454
H 2.397 -1.510 2.678 0.130 0.023 -0.159
H 2.452 -2.954 1.495 1.243 0.536 0.454
H 1.310 -2.961 2.614 -0.644 1.203 0.128
H -3.923 -1.244 -1.077 0.099 0.130 0.170
H -4.142 -1.203 0.446 -0.007 0.133 0.084
O -3.603 -1.608 -0.241 0.016 -0.271 -0.234
H 1.047 2.548 1.543 0.589 0.256 -0.043
H -0.362 2.422 1.124 2.048 1.491 -1.355
O 0.523 2.896 0.809 -2.798 -1.361 1.542
H -2.330 2.261 -2.620 0.478 -0.261 0.877
H -2.856 2.219 -1.057 0.898 -0.237 -0.761
O -3.057 2.302 -2.001 -1.653 0.462 -0.102
H -0.810 -1.658 3.522 0.716 0.344 0.275
H -2.192 -1.631 3.206 -0.617 0.530 0.135
O -1.579 -1.129 3.773 -0.110 -0.779 -0.402
```
Forces are in eV/Å.

Output
HOMO-LUMO gap (spin up / spin down) in eV: 2.6 / 9.4
⟨S²⟩: 0.751
Relative energy (zero: lowest compared OMol25 entry of this formula, charge and spin) in kcal/mol: 34.4
2S+1: 2
Net charge: -1



# C23H30N4O5

An isolated molecule of C23H30N4O5 (wB97M-V/def2-TZVPD, the Open Molecules 2025 dataset).

The geometry in XYZ format:
```
62
Properties=species:S:1:pos:R:3:forces:R:3
C -0.697 -3.201 -6.510 -0.143 0.060 -0.079
O 0.441 -3.658 -5.822 0.220 -0.085 0.141
C 0.514 -3.450 -4.475 0.116 -0.032 0.144
C 1.662 -3.931 -3.843 -0.286 0.109 -0.232
C 1.843 -3.779 -2.486 0.065 -0.023 0.053
C 0.871 -3.137 -1.722 0.000 -0.073 -0.356
N 0.988 -2.960 -0.341 -0.341 0.149 0.117
C 2.015 -3.259 0.487 -0.245 0.178 0.265
O 3.065 -3.777 0.174 0.284 -0.167 -0.055
C 1.689 -2.894 1.941 0.100 0.044 -0.022
N 0.718 -1.817 2.003 -0.041 -0.155 0.160
C 1.300 -0.502 1.763 0.080 0.231 0.060
C 2.044 0.055 2.989 0.069 -0.171 -0.151
N 1.253 0.052 4.207 -0.101 0.090 0.015
C 0.422 1.214 4.442 0.069 -0.087 0.036
C -0.570 1.566 3.325 0.206 0.098 0.373
O -1.634 0.996 3.198 -0.181 -0.078 -0.019
N -0.114 2.544 2.496 0.329 0.311 0.002
C -0.695 3.067 1.333 -0.116 0.266 -0.426
C -1.851 2.526 0.778 -0.416 -0.341 -0.025
C -2.364 3.082 -0.385 0.280 0.159 0.048
O -3.482 2.636 -1.016 0.260 0.279 -0.037
C -4.177 1.545 -0.460 -0.126 -0.194 0.101
C -1.733 4.169 -0.993 -0.076 0.129 -0.211
C -0.582 4.700 -0.435 -0.071 -0.199 0.130
O 0.111 5.755 -0.941 0.026 -0.249 0.307
C -0.366 6.368 -2.115 -0.088 0.106 -0.214
C -0.060 4.142 0.731 0.023 0.022 0.013
C 0.652 -1.252 4.428 -0.153 -0.186 -0.144
C -0.105 -1.787 3.204 -0.124 0.029 0.250
C -0.272 -2.655 -2.350 0.241 -0.090 0.184
C -0.455 -2.807 -3.713 -0.024 -0.051 -0.334
H -1.610 -3.681 -6.142 0.026 0.030 -0.004
H -0.542 -3.476 -7.552 -0.062 0.044 0.058
H -0.803 -2.114 -6.436 -0.010 -0.037 0.009
H 2.406 -4.427 -4.445 0.104 -0.066 -0.067
H 2.732 -4.153 -2.008 0.037 -0.018 0.019
H 0.218 -2.486 0.123 0.212 -0.055 0.048
H 1.254 -3.789 2.398 0.047 0.040 0.011
H 2.638 -2.690 2.455 -0.042 -0.085 -0.118
H 1.986 -0.571 0.916 -0.031 0.071 -0.047
H 0.480 0.167 1.485 0.107 0.020 -0.083
H 2.392 1.070 2.785 0.079 0.004 -0.015
H 2.927 -0.565 3.184 0.042 0.083 -0.085
H -0.156 1.025 5.350 -0.010 0.124 -0.098
H 1.090 2.063 4.628 -0.088 0.031 0.007
H 0.762 2.983 2.744 -0.157 -0.174 0.064
H -2.327 1.696 1.268 -0.044 -0.026 0.002
H -5.030 1.374 -1.116 0.050 -0.023 0.074
H -4.534 1.768 0.550 0.027 -0.013 -0.029
H -3.554 0.645 -0.432 -0.014 0.033 0.016
H -2.176 4.562 -1.892 -0.023 0.086 -0.121
H 0.330 7.177 -2.328 -0.079 -0.049 -0.026
H -1.369 6.781 -1.973 0.034 -0.026 -0.008
H -0.377 5.668 -2.957 -0.011 0.024 0.035
H 0.839 4.568 1.148 0.135 0.065 0.077
H -0.020 -1.193 5.284 0.021 -0.040 0.045
H 1.470 -1.939 4.678 -0.069 -0.059 0.049
H -0.476 -2.794 3.404 -0.017 -0.011 0.000
H -0.961 -1.140 2.998 0.047 -0.127 0.102
H -1.031 -2.154 -1.766 -0.083 0.055 0.060
H -1.355 -2.420 -4.164 -0.064 0.022 -0.067
```
Forces are in eV/Å.

Output
HOMO-LUMO gap in eV: 8.3
SMILES: COc1ccc(NC(=O)CN2CCN(CC(=O)Nc3cc(OC)cc(OC)c3)CC2)cc1
Relative energy (zero: lowest compared OMol25 entry of this formula, charge and spin) in kcal/mol: 36.5



# C27H30ClN2O7

A cluster of 2 separate species, C27H30ClN2O7 in total (wB97M-V/def2-TZVPD, the Open Molecules 2025 dataset).

The geometry in XYZ format:
```
67
Properties=species:S:1:pos:R:3:forces:R:3
C 6.572 2.055 2.166 -1.240 -0.560 -0.550
C 5.783 2.558 0.843 1.713 -0.591 0.066
C 6.894 3.284 -0.095 -0.901 0.550 -0.383
C 5.218 1.244 0.072 -0.698 0.294 -0.328
C 3.701 1.431 -0.436 -2.283 -1.176 0.061
N 3.390 2.662 -1.116 -2.712 -2.190 0.159
C 2.079 2.947 -1.657 -0.954 -3.004 1.100
O 1.945 4.225 -2.330 1.184 -2.872 -2.064
C 2.184 3.992 -3.706 -0.516 -0.567 -1.983
N 2.278 3.748 -4.877 -0.272 1.167 5.271
C 0.863 1.956 -1.534 3.022 0.901 0.654
C -0.500 2.435 -2.209 0.206 0.221 -0.011
C -1.831 2.097 -1.373 -1.301 -0.017 -0.625
C -2.740 3.359 -1.015 -2.268 2.605 1.763
C -2.995 4.597 -1.911 -1.671 -0.237 3.507
C -3.941 5.737 -1.385 -0.149 -2.262 2.250
C -4.665 5.662 0.012 2.623 -3.215 -1.055
C -4.408 4.423 0.913 1.869 -0.088 -3.864
C -3.477 3.309 0.380 -0.359 2.296 -1.671
C 1.106 0.619 -0.775 1.983 1.360 0.093
O 0.056 -0.302 -0.588 2.555 2.251 0.030
C -0.316 -0.441 0.813 -1.244 -0.400 2.739
C -1.351 -1.676 1.080 0.091 -0.236 -0.287
C -1.985 -2.282 -0.261 0.149 0.617 0.994
O -2.376 -1.191 2.013 0.318 -0.340 -1.369
C 2.572 0.359 -0.239 0.017 2.853 -1.347
Cl 3.064 -1.166 0.622 -0.931 2.121 -1.335
H 7.436 1.395 1.816 -0.948 1.090 0.663
H 6.894 2.940 2.810 -0.280 -1.360 -0.979
H 5.850 1.375 2.750 1.170 1.125 -0.561
H 4.962 3.275 1.191 1.013 -1.059 -0.762
H 7.923 3.307 0.407 -1.637 0.240 -0.658
H 6.489 4.343 -0.327 1.151 -1.478 0.360
H 7.034 2.757 -1.108 -0.275 0.706 1.552
H 5.828 0.992 -0.880 -0.916 0.560 1.548
H 5.354 0.352 0.772 -0.791 1.146 -1.118
H 4.145 3.359 -1.234 -0.590 -0.474 0.084
H -0.489 3.582 -2.369 0.350 -1.899 0.424
H -0.543 1.986 -3.272 0.077 0.509 1.738
H -1.665 1.511 -0.410 0.004 0.949 -1.419
H -2.477 1.415 -2.051 1.052 1.000 1.153
H -2.513 4.677 -2.940 -0.817 -0.016 1.594
H -4.192 6.676 -2.005 0.698 -1.858 0.902
H -5.366 6.471 0.403 1.197 -1.144 -0.893
H -4.889 4.270 1.933 0.692 0.416 -1.643
H -3.318 2.377 1.037 -0.212 1.622 -1.129
H -0.865 0.493 1.226 0.923 -1.292 -1.070
H 0.563 -0.618 1.527 -0.879 0.373 -1.476
H -0.770 -2.478 1.678 -0.944 1.197 -1.139
H -1.130 -2.666 -0.912 -1.413 0.353 0.780
H -2.724 -3.120 0.033 1.422 1.420 -0.713
H -2.537 -1.431 -0.802 0.790 -1.278 0.651
H -3.250 -1.170 1.562 0.978 -0.060 0.289
C -3.149 -5.935 1.667 0.123 0.185 -0.499
C -3.341 -6.967 2.492 -0.282 0.779 1.326
C -3.253 -8.375 2.007 0.042 -0.828 -0.355
O -3.416 -9.292 2.791 -0.011 0.514 0.055
C -2.976 -8.596 0.584 -0.056 -0.095 0.325
C -2.788 -7.563 -0.241 0.201 -0.754 -1.126
C -2.848 -6.157 0.250 -0.110 0.535 0.461
O -2.652 -5.237 -0.530 -0.034 -0.587 -0.103
O -2.532 -7.754 -1.565 -0.178 0.817 1.117
O -3.623 -6.776 3.809 0.274 -0.782 -1.244
H -3.207 -4.909 2.007 -0.005 -0.042 0.035
H -2.933 -9.621 0.241 0.002 0.036 0.008
H -2.434 -6.858 -1.943 -0.012 -0.188 -0.015
H -3.715 -7.673 4.188 -0.002 0.138 0.021
```
Forces are in eV/Å.

Output
HOMO-LUMO gap in eV: 6.0
Net charge: +1